Entry 1:
{
  "formula": "C3H3NO3",
  "method": "ωB97M-V/def2-TZVPD",
  "symbols": ["H", "C", "H", "N", "O", "H", "O", "C", "O", "C"],
  "positions_angstrom": [[-0.39634, 0.82296, 0.87983], [0.63919, -0.87124, -0.00288], [0.02279, -1.74663, -0.00285], [1.92415, -0.94476, 0.00014], [2.50920, 0.45326, 0.00542], [-0.39778, 0.82946, -0.87669], [2.71989, -1.83654, -0.00233], [0.19686, 0.56260, 0.00022], [1.67504, 2.54524, -0.00306], [1.52229, 1.36917, -0.00089]],
  "atomic_forces_ev_per_a": [[0.0613, 0.0319, -0.0126], [-0.1861, 1.5151, 0.0105], [0.1218, -0.3073, -0.0066], [-0.4321, 0.2651, -0.0135], [0.9835, -0.3013, -0.0128], [0.0554, 0.0111, 0.0188], [0.5345, -0.1157, 0.0101], [0.1515, 0.1346, -0.0213], [0.2710, 0.1610, -0.0061], [-1.5608, -1.3947, 0.0334]],
  "smiles": "O=C1CC=[N+]([O-])O1",
  "e_above_lowest_kj_mol": 368.0,
  "lumo_ev": 0.58
}


Entry 2:
{
  "formula": "C22H24ClN5O4S",
  "method": "ωB97M-V/def2-TZVPD",
  "symbols": ["H", "C", "C", "O", "N", "C", "C", "H", "O", "H", "H", "H", "C", "H", "C", "C", "H", "C", "H", "H", "C", "C", "H", "H", "H", "H", "N", "C", "H", "C", "H", "C", "C", "O", "C", "Cl", "H", "H", "N", "H", "H", "C", "C", "H", "C", "H", "H", "C", "H", "N", "C", "H", "C", "N", "O", "S", "C"],
  "positions_angstrom": [[1.30006, -3.76506, 4.55238], [-0.27947, 3.16710, -2.73046], [1.07754, -2.88705, -1.45758], [2.94867, 2.14780, 1.81021], [-0.01917, -3.12856, 0.72007], [1.19432, -2.80561, 4.03361], [-1.21117, -3.04807, -0.09034], [2.05708, -2.71814, -1.90580], [1.11634, -3.06744, 2.63385], [1.74234, -4.12516, 0.18485], [0.25940, -2.33445, 4.35629], [-2.16467, 3.60016, 1.36993], [1.14243, 1.95259, -1.41789], [-0.01630, -1.59517, -2.79744], [-2.48378, 3.28093, -4.41387], [-0.10261, -2.99021, 2.05868], [-1.30912, -0.91812, -0.35787], [-0.25967, 2.62920, 1.23088], [-2.09899, 5.39234, -4.50902], [-2.06350, -3.00532, 0.58967], [-0.98625, 1.98340, -3.05581], [-1.77776, 4.44847, -4.09418], [1.60580, -0.51633, -0.64480], [-1.29691, -3.95413, -0.69878], [0.26649, 3.50559, 0.88739], [3.30925, -2.41950, 4.01179], [0.88523, -0.46704, -1.35169], [-1.58688, 0.34688, 2.14532], [-2.63217, 1.15829, -4.14555], [1.26175, -3.15058, 0.03572], [2.32140, -0.98916, 3.73138], [-0.23486, 0.30360, 1.85626], [-0.68851, 4.39805, -3.26334], [-1.13811, -2.81760, 2.66779], [-1.61508, 2.68228, 1.50522], [-3.95573, 1.61445, 2.28397], [0.33079, -0.60379, 1.97850], [-3.33917, 3.34553, -5.07040], [2.25004, 1.93836, -0.56843], [-0.12981, 5.28352, -3.00267], [2.68596, 2.85193, -0.53479], [0.18174, -1.67711, -1.72254], [2.39419, -1.91153, 4.30370], [-2.08804, -0.54029, 2.50238], [-2.10124, 2.06655, -3.90728], [2.44083, -1.67313, 5.36244], [1.91319, -2.39286, 0.48250], [-2.27053, 1.54081, 1.95562], [0.63648, -3.75975, -1.94034], [0.78285, 3.11053, -1.88406], [0.45250, 0.73561, -1.77388], [-1.99106, -1.83985, -1.68965], [0.41301, 1.43287, 1.39935], [-0.59846, 0.78437, -2.56510], [2.49235, -0.09525, 0.93265], [2.14583, 1.29974, 0.98820], [-1.16885, -1.80473, -0.97706]],
  "atomic_forces_ev_per_a": [[-0.0787, 0.1219, -0.0825], [-0.3208, -0.3789, -0.2247], [-0.0939, 0.1642, 0.1265], [-0.0366, 0.2980, -0.0462], [0.1506, 0.0817, 0.0182], [-0.0821, 0.2396, 0.5857], [-0.4196, 0.1833, -0.0677], [0.0084, -0.0778, -0.0425], [0.0537, 0.0315, -0.3169], [0.0659, 0.1418, -0.0402], [0.1963, -0.1452, -0.0301], [-0.0541, 0.0711, -0.0092], [-0.6973, 0.5630, -0.6076], [0.0478, -0.1058, 0.1706], [-0.0715, -0.2153, -0.0103], [-0.0110, -0.2138, -0.0213], [-0.0631, -0.0210, -0.0344], [-0.0937, 0.1423, 0.0593], [-0.0063, 0.0796, -0.0177], [0.0829, -0.0868, -0.1505], [0.2188, 0.5088, 0.0941], [0.1548, 0.2200, 0.0773], [-0.0035, -0.0789, -0.1481], [-0.0621, 0.0181, 0.0530], [-0.0034, 0.1473, -0.0854], [0.1471, 0.0097, 0.0068], [0.3365, -0.0634, 0.1312], [-0.0913, 0.1392, 0.0454], [-0.0515, -0.1040, -0.0236], [0.4793, -0.1426, -0.0568], [-0.0066, 0.0922, -0.0028], [0.0311, -0.1084, 0.0472], [-0.1532, 0.0242, -0.1169], [-0.2289, 0.0999, 0.3115], [0.0441, -0.0219, 0.0171], [-0.2650, 0.0112, 0.0471], [0.0179, -0.1641, 0.0181], [-0.0673, -0.0197, -0.0447], [0.3188, -0.2787, 0.7840], [0.0629, 0.0952, 0.0319], [0.0548, 0.0935, 0.0884], [-0.1683, -0.0975, -0.2820], [-0.2604, -0.2945, -0.2616], [-0.0438, -0.0547, 0.0202], [-0.0518, 0.1475, -0.0676], [0.0322, 0.0287, 0.1151], [-0.0257, -0.1608, -0.0952], [0.4224, -0.0683, -0.0713], [0.0219, 0.0106, -0.0387], [0.4443, -0.4339, 0.4005], [-0.5025, 0.0220, -0.5891], [-0.0679, 0.0431, -0.0293], [0.5694, -0.1866, -0.1422], [0.3019, -0.3089, 0.3485], [-0.1738, 0.0182, 0.0795], [0.0072, 0.2251, 0.0883], [-0.0149, -0.2412, -0.0084]],
  "smiles": "CCOC(=O)N1CCC(Nc2nc3ccccc3nc2NS(=O)(=O)c2ccc(Cl)cc2)CC1",
  "e_above_lowest_kj_mol": 0.0,
  "lumo_ev": -0.06
}


Entry 3:
{
  "formula": "C22H28N2O3",
  "method": "ωB97M-V/def2-TZVPD",
  "symbols": ["O", "H", "O", "C", "H", "H", "H", "H", "C", "C", "H", "H", "C", "C", "N", "H", "H", "H", "H", "C", "H", "C", "C", "H", "H", "C", "C", "H", "H", "H", "H", "C", "C", "C", "C", "O", "H", "H", "H", "C", "C", "H", "N", "H", "C", "H", "C", "H", "H", "C", "C", "C", "C", "H", "H"],
  "positions_angstrom": [[-7.27261, 1.45763, 0.15990], [2.52798, 3.12796, 0.46404], [0.26727, -3.64864, -1.74908], [-3.17460, -1.36106, -0.87106], [3.49982, -2.66399, 2.64112], [5.20541, 4.37642, 0.52092], [6.48220, 3.45004, -0.26661], [-6.05921, -0.70630, 1.19714], [-2.38665, 0.17483, 0.78198], [2.62454, 1.06112, 0.95946], [-0.34455, -0.04518, 1.35335], [5.02141, 3.12641, -2.26348], [2.34814, -3.35793, -0.59254], [4.58142, 3.38549, -1.29855], [0.39145, -2.03845, -0.13441], [2.94853, -2.52872, -0.97313], [3.74099, 4.05925, -1.47628], [5.55155, 0.85743, -1.50360], [-5.94483, 2.46265, -1.05106], [2.63012, -3.59048, 0.90087], [4.83956, -1.14538, -0.35160], [3.26272, -0.16163, 0.75207], [4.31914, -0.22190, -0.14604], [-2.53853, 0.99231, 1.46939], [-5.72690, -1.47141, -0.37529], [-0.89329, -1.48604, -0.13076], [-7.07851, 0.20895, -0.46333], [1.03286, -1.60883, 0.52462], [-5.02006, 1.48862, 1.70304], [2.60403, -4.24462, -1.17273], [4.42014, -2.39109, 1.15481], [3.41145, -2.45335, 1.56802], [4.09816, 2.14263, -0.60840], [-1.93261, -1.95554, -0.92941], [0.88434, -3.04396, -0.89760], [2.73620, -1.21150, 1.46350], [-6.34476, 3.20019, 0.52938], [5.97622, 5.00300, -0.94040], [-6.92596, 0.35099, -1.54413], [-3.43524, -0.28715, -0.01502], [3.03713, 2.19161, 0.28838], [-4.01838, 2.23453, 0.41987], [-4.69270, 0.31794, -0.03555], [-3.95535, -1.72856, -1.51927], [-4.88175, 1.59703, 0.61416], [1.80610, 1.10273, 1.66122], [-1.13975, -0.41461, 0.72135], [1.68842, -3.73186, 1.43518], [-1.75583, -2.77878, -1.60081], [-5.86860, -0.51631, 0.12684], [5.62860, 4.10090, -0.44244], [-6.12667, 2.26205, 0.01611], [4.72680, 0.92401, -0.80854], [-7.99284, -0.36275, -0.29610], [3.21749, -4.50065, 1.03049]],
  "atomic_forces_ev_per_a": [[-0.1071, 0.0203, 0.1110], [-0.0697, 0.1135, 0.0143], [-0.2126, -0.1136, -0.1774], [-0.0292, 0.1411, 0.2086], [0.0678, 0.0562, -0.1612], [0.0048, 0.0364, 0.1093], [0.0933, -0.0335, 0.0509], [0.0071, -0.0635, -0.0631], [-0.2568, 0.0062, -0.0080], [0.0217, -0.2457, 0.0839], [0.0918, 0.0459, 0.0706], [-0.0854, 0.0289, -0.0403], [-0.1296, -0.1744, -0.0237], [0.1510, 0.0436, 0.1870], [0.1395, 0.2873, 0.3095], [0.0417, 0.0130, -0.0379], [0.0008, -0.0289, -0.0966], [0.0827, -0.0030, -0.0864], [0.0129, 0.0104, 0.1002], [0.1903, 0.4281, 0.0711], [-0.0146, -0.0647, 0.0106], [-0.0367, 0.3519, -0.0031], [-0.0138, -0.3918, 0.1596], [-0.0407, 0.0723, 0.0528], [-0.0342, 0.0170, 0.0250], [-0.3562, 0.1323, -0.0199], [0.1044, -0.3757, 0.0262], [0.0039, -0.1486, -0.1521], [0.0721, 0.0428, -0.0186], [-0.0866, 0.1181, -0.0212], [-0.0772, 0.0385, 0.0366], [0.1688, -0.6276, 0.1991], [-0.0037, 0.0168, -0.1935], [0.0592, -0.1562, -0.0444], [0.5797, -0.0790, 0.0284], [-0.1918, 0.1533, -0.1500], [0.0660, -0.0222, -0.0509], [0.0868, 0.1142, 0.0110], [-0.0147, -0.0468, 0.0764], [0.3411, -0.1317, -0.0496], [0.0690, -0.1032, -0.0554], [-0.0183, 0.0076, 0.0511], [-0.2894, 0.2662, -0.0918], [-0.0685, -0.0042, -0.0871], [-0.2666, 0.1113, -0.1856], [-0.0927, -0.0037, 0.0946], [0.1264, -0.2155, -0.1617], [0.0458, -0.0730, 0.0513], [0.0132, -0.0172, -0.0258], [-0.3164, 0.1100, -0.0992], [-0.1009, 0.0306, -0.2013], [0.3335, 0.1537, 0.1258], [-0.1116, 0.1786, 0.0329], [0.0679, -0.0143, -0.0493], [-0.0183, -0.0077, 0.0574]],
  "smiles": "CCc1ccc(OCCCC(=O)Nc2ccc(N3CCOCC3)cc2)cc1",
  "e_above_lowest_kj_mol": 233.3,
  "lumo_ev": 0.73
}


Number 1: Kohn-Sham gap 10.455 eV. Number 2: Kohn-Sham gap 8.114 eV. Number 3: Kohn-Sham gap 8.098 eV.